This record from the Open Molecules 2025 dataset describes the molecule C3H7NO2 in a non-equilibrium geometry. The level of theory is ωB97M-V/def2-TZVPD.

Geometry as XYZ:
```
13
Properties=species:S:1:pos:R:3
O 0.56814 -0.76385 2.33866
H 1.16383 -1.11237 0.25114
H -0.46677 1.12542 -2.86436
N -0.01081 0.56296 -0.92820
C 0.10492 -0.40107 0.12618
H -0.66813 -1.15948 -0.01905
H 1.17665 -1.24899 1.67050
C -0.65002 0.32466 -2.12012
H 0.48192 1.43858 -0.82390
C 0.04171 0.22700 1.49949
O -1.32542 -0.65208 -2.35697
H 0.59865 1.18631 1.54359
H -1.01468 0.47291 1.68303
```

Gap between HOMO and LUMO (Ha): 0.400
2S+1: 1
Highest occupied orbital energy (hartree): -0.3731
Lowest unoccupied orbital energy (eV): 0.723
Energy above the lowest of the compared OMol25 structures with the same formula, charge and spin (kcal/mol): 46.5
SMILES string: O=CNCCO

This record from the Open Molecules 2025 dataset describes the molecule C3H7NO2. The level of theory is ωB97M-V/def2-TZVPD.

Geometry as XYZ:
```
13
Properties=species:S:1:pos:R:3
N 0.43937 -1.77817 1.02041
H -1.85085 -0.31321 -1.56701
H 0.82990 -2.52512 1.57056
C 0.58057 -0.03802 -0.59559
H -0.51925 -1.50603 1.17742
C 1.29559 -0.87378 0.45467
O 2.50012 -0.86687 0.61039
H 0.35333 -0.79363 -1.36327
H -1.15845 1.28358 -1.96011
C -1.56284 0.66294 -1.14624
O -0.62823 0.49177 -0.10428
H 1.23570 0.73510 -1.01370
H -2.44554 1.15329 -0.73027
```

Gap between HOMO and LUMO (Ha): 0.397
2S+1: 1
Highest occupied orbital energy (hartree): -0.3649
Lowest unoccupied orbital energy (eV): 0.861
Energy above the lowest of the compared OMol25 structures with the same formula, charge and spin (kcal/mol): 27.4
SMILES string: COCC(N)=O

- What is the energy above the lowest of the compared OMol25 structures with the same formula, charge and spin in the first record?
  46.5 kcal/mol

- Which value of energy above the lowest of the compared OMol25 structures with the same formula, charge and spin does entry 1 give?
  46.5 kcal/mol

- What is the lowest unoccupied orbital energy in the second record?
  0.861 eV